1.
ORCA calculation (ωB97M-V/def2-TZVPD) on a structure of composition C45H49BBiGeN2O3STe.

Results
Gap between HOMO and LUMO (hartree): 0.2182
Energy above the lowest of the compared OMol25 structures with the same formula, charge and spin (kcal per mole): 43.4
E_tot (Ha): -5062.09679
Total charge: -1
Maximum force (eV Å⁻¹): 0.9

Structure (XYZ):
```
104
Properties=species:S:1:pos:R:3:forces:R:3:mulliken_charge:R:1
Bi 0.146 0.228 0.219 0.3 0.3 0.1 -0.115
S -0.198 -3.529 1.197 0.2 0.0 0.0 -0.318
C -1.436 -2.989 2.158 -0.4 0.3 0.0 0.240
N -2.246 -1.964 1.688 0.1 -0.5 0.3 0.634
C -3.305 -1.490 2.349 0.1 -0.1 -0.1 0.558
C -3.649 -2.041 3.546 0.0 0.0 0.0 -1.004
C -2.780 -3.036 4.026 -0.1 0.1 0.0 -0.046
N -1.727 -3.487 3.397 0.1 -0.1 -0.1 -0.583
H -1.959 -1.513 0.811 -0.2 0.3 -0.3 -0.642
H -3.826 -0.666 1.881 0.0 0.0 0.0 0.405
H -4.498 -1.694 4.114 0.0 0.0 0.0 0.424
H -2.969 -3.476 5.003 0.0 0.0 0.0 0.420
C -2.369 0.850 5.360 0.0 0.0 0.0 -1.962
C -1.428 1.356 4.286 0.0 0.0 0.0 1.495
C -1.831 2.756 3.839 0.0 0.0 0.0 -1.895
O -1.525 0.504 3.118 0.1 0.1 -0.1 0.375
B -0.289 0.542 2.497 0.1 0.1 0.0 0.236
O 0.681 1.024 3.348 0.0 0.0 0.0 -0.101
C 0.080 1.241 4.643 0.0 0.0 0.0 1.462
C 0.680 2.496 5.249 0.0 0.0 0.0 -1.854
C 0.402 0.018 5.492 0.0 0.0 0.0 -1.945
H -3.403 0.988 5.039 0.0 0.0 0.0 0.469
H -2.224 1.416 6.284 0.0 0.0 0.0 0.371
H -2.208 -0.206 5.569 0.0 0.0 0.0 0.341
H -2.823 2.704 3.388 0.0 0.0 0.0 0.512
H -1.146 3.144 3.084 0.0 0.0 0.0 0.217
H -1.865 3.449 4.682 0.0 0.0 0.0 0.356
H 0.649 3.321 4.540 0.0 0.0 0.0 0.338
H 1.723 2.312 5.511 0.0 0.0 0.0 0.458
H 0.143 2.783 6.156 0.0 0.0 0.0 0.323
H -0.038 -0.883 5.061 0.0 0.0 0.0 0.219
H 0.043 0.134 6.517 0.0 0.0 0.0 0.323
H 1.484 -0.112 5.514 0.0 0.0 0.0 0.519
C 7.480 -4.943 1.829 0.0 0.0 0.0 -1.509
C 6.715 -3.741 1.346 0.0 0.0 0.0 0.650
C 5.445 -3.465 1.832 0.0 0.0 0.0 -1.133
C 4.718 -2.352 1.423 0.0 0.0 0.0 0.991
C 3.348 -2.139 2.004 0.0 0.0 0.0 -0.995
C 5.298 -1.496 0.468 -0.1 -0.1 -0.1 0.643
C 4.528 -0.357 -0.093 0.0 -0.1 0.1 -0.574
O 3.513 0.085 0.383 0.0 0.1 -0.1 -0.394
C 6.587 -1.751 -0.027 0.0 0.0 0.0 1.056
C 7.261 -0.848 -1.033 0.0 0.0 0.0 -1.801
C 7.276 -2.868 0.422 0.0 0.0 0.0 -0.686
H 6.805 -5.726 2.174 0.0 0.0 0.0 0.372
H 8.132 -4.675 2.664 0.0 0.0 0.0 0.282
H 8.109 -5.354 1.039 0.0 0.0 0.0 0.376
H 4.996 -4.139 2.554 0.0 0.0 0.0 0.315
H 3.123 -2.924 2.725 0.0 0.0 0.0 0.323
H 2.578 -2.160 1.230 0.0 0.0 0.0 0.016
H 3.258 -1.165 2.483 0.0 0.0 0.0 0.268
H 4.923 0.072 -1.032 0.0 0.0 0.0 0.306
H 7.109 0.207 -0.816 0.0 0.0 0.0 0.407
H 6.893 -1.032 -2.045 0.0 0.0 0.0 0.356
H 8.335 -1.035 -1.035 0.0 0.0 0.0 0.377
H 8.275 -3.061 0.044 0.0 0.0 0.0 0.346
C -1.883 0.505 -0.322 -0.2 -0.9 0.1 -1.216
Ge -2.499 0.288 -2.080 -0.1 0.2 -0.2 2.387
C -1.086 -0.368 -3.289 0.0 0.0 0.0 -0.248
C -0.819 0.240 -4.514 0.0 0.0 0.0 -0.273
C 0.164 -0.253 -5.364 0.0 0.0 0.0 -0.635
C 0.906 -1.367 -4.997 0.0 0.0 0.0 -0.424
C 0.649 -1.992 -3.784 0.0 0.0 0.0 -0.712
C -0.342 -1.500 -2.946 0.0 0.0 0.0 -0.079
C -3.984 -1.009 -2.301 0.0 0.0 0.0 -0.510
C -4.586 -1.599 -1.194 0.0 0.0 0.0 -0.491
C -5.607 -2.531 -1.330 0.0 0.0 0.0 -0.408
C -6.043 -2.896 -2.595 0.0 0.0 0.0 -0.410
C -5.452 -2.325 -3.715 0.0 0.0 0.0 -0.719
C -4.434 -1.392 -3.564 0.0 0.0 0.0 0.022
C -3.156 1.948 -2.936 0.0 0.0 0.0 -0.678
C -2.302 3.053 -2.978 0.0 0.0 0.0 0.028
C -2.703 4.248 -3.560 0.0 0.0 0.0 -0.382
C -3.976 4.365 -4.105 0.0 0.0 0.0 -0.634
C -4.842 3.283 -4.060 0.0 0.0 0.0 -0.618
C -4.431 2.087 -3.481 0.0 0.0 0.0 -0.291
H -2.611 0.604 0.481 0.0 0.4 -0.1 0.466
H -1.375 1.125 -4.806 0.0 0.0 0.0 0.331
H 0.355 0.239 -6.311 0.0 0.0 0.0 0.397
H 1.679 -1.747 -5.654 0.0 0.0 0.0 0.359
H 1.219 -2.865 -3.490 0.0 0.0 0.0 0.436
H -0.542 -2.012 -2.009 0.0 0.0 0.0 0.382
H -4.237 -1.321 -0.208 0.0 0.0 0.0 0.062
H -6.058 -2.978 -0.451 0.0 0.0 0.0 0.402
H -6.835 -3.627 -2.710 0.0 0.0 0.0 0.358
H -5.782 -2.611 -4.707 0.0 0.0 0.0 0.375
H -3.975 -0.962 -4.449 0.0 0.0 0.0 0.434
H -1.310 2.986 -2.541 0.0 0.0 0.0 0.230
H -2.018 5.087 -3.583 0.0 0.0 0.0 0.335
H -4.292 5.298 -4.557 0.0 0.0 0.0 0.352
H -5.840 3.367 -4.475 0.0 0.0 0.0 0.383
H -5.122 1.251 -3.452 0.0 0.0 0.0 0.321
Te 1.091 3.079 0.683 0.0 0.0 -0.1 -0.209
C 1.057 3.545 -1.381 0.0 0.0 0.0 -0.210
C 1.413 2.601 -2.346 0.0 0.0 0.0 -0.156
C 1.366 2.907 -3.700 0.0 0.0 0.0 -0.542
C 0.977 4.171 -4.121 0.0 0.0 0.0 -0.384
C 0.633 5.124 -3.171 0.1 0.0 0.0 -0.762
C 0.664 4.812 -1.819 0.0 0.0 0.0 -0.178
H 1.727 1.610 -2.038 0.0 0.0 0.0 0.312
H 1.624 2.144 -4.425 0.0 0.0 0.0 0.466
H 0.933 4.407 -5.177 0.0 0.0 0.0 0.363
H 0.321 6.114 -3.485 0.0 0.0 0.0 0.409
H 0.367 5.557 -1.090 0.0 0.0 0.0 0.339
```
Positions in Å, forces in eV/Å.

---

2.
ORCA calculation (ωB97M-V/def2-TZVPD) on a structure of composition C45H49IrN6OP2.

Results
Gap between HOMO and LUMO (hartree): 0.2271
Energy above the lowest of the compared OMol25 structures with the same formula, charge and spin (kcal per mole): 7.1
E_tot (Ha): -2934.61430
Total charge: +2
Maximum force (eV Å⁻¹): 0.4

Structure (XYZ):
```
104
Properties=species:S:1:pos:R:3:forces:R:3:mulliken_charge:R:1
Ir -1.012 -0.102 0.379 0.1 0.2 0.0 2.946
C 0.467 -0.112 4.035 -0.2 0.0 0.0 -1.462
P 1.878 -1.288 3.848 0.0 0.1 0.1 -0.518
C 1.382 -2.380 2.471 -0.1 0.1 -0.1 0.703
C 0.124 -2.303 1.856 0.0 -0.3 -0.1 -0.714
C -0.338 -3.343 1.044 -0.1 0.1 0.1 0.329
C 0.439 -4.467 0.818 0.0 0.0 0.0 -0.905
C 1.679 -4.560 1.437 0.1 0.0 -0.2 -1.034
C 2.137 -3.535 2.247 0.0 0.0 0.0 -0.720
C 3.353 -0.321 3.355 0.0 0.0 -0.1 1.361
C 4.524 -0.984 2.978 0.0 0.0 0.0 -0.563
C 5.721 -0.296 2.839 0.0 0.0 0.0 -0.779
C 5.780 1.065 3.112 0.0 0.0 -0.1 -0.601
C 4.630 1.731 3.506 0.0 0.0 -0.1 -0.706
C 3.425 1.047 3.619 -0.1 0.0 0.0 -0.127
C -0.044 1.066 3.232 0.2 -0.1 -0.2 0.266
C -0.085 2.327 3.790 0.1 -0.1 0.0 -0.838
C -0.888 3.149 2.975 -0.1 0.0 0.0 -1.823
C -1.329 2.349 1.959 0.1 -0.1 -0.1 0.867
C -2.374 2.625 0.931 0.0 0.0 0.1 -1.678
P -1.943 1.718 -0.568 -0.1 0.0 0.0 0.544
C -3.482 1.420 -1.483 0.0 0.0 0.0 1.002
C -3.479 1.175 -2.858 0.0 -0.1 0.0 -0.108
C -4.664 0.924 -3.532 0.0 0.0 0.0 -1.024
C -5.872 0.934 -2.850 0.0 0.0 0.0 -0.687
C -5.891 1.192 -1.487 0.0 0.0 0.0 -0.830
C -4.705 1.424 -0.805 0.0 0.0 0.0 -0.531
C -0.911 2.765 -1.629 -0.1 0.0 -0.1 1.480
C -0.660 4.087 -1.256 0.0 0.0 0.0 -0.592
C 0.076 4.922 -2.083 0.0 0.0 0.0 -0.987
C 0.567 4.454 -3.293 0.0 0.0 0.0 -0.716
C 0.336 3.138 -3.666 -0.1 0.0 -0.1 -1.425
C -0.389 2.298 -2.836 -0.1 0.0 0.0 -0.212
N -0.807 1.069 2.065 0.2 0.3 0.2 0.585
H 0.703 0.306 5.017 -0.1 0.1 0.0 0.734
H -0.376 -0.778 4.254 0.0 -0.1 0.0 0.337
H -0.552 -1.494 2.143 -0.1 0.1 0.1 0.550
H -1.320 -3.289 0.601 -0.2 0.0 0.0 0.305
H 0.067 -5.278 0.207 0.0 0.0 0.0 0.501
H 2.282 -5.450 1.309 0.0 0.0 0.0 0.469
H 3.078 -3.669 2.765 0.0 0.0 0.0 0.465
H 4.530 -2.059 2.845 0.0 0.0 -0.1 0.134
H 6.619 -0.833 2.561 0.0 0.0 0.0 0.451
H 6.720 1.596 3.035 0.0 0.0 0.0 0.429
H 4.667 2.787 3.743 0.0 0.0 0.0 0.428
H 2.547 1.588 3.943 0.0 0.0 0.0 0.281
H 0.355 2.597 4.738 0.0 0.0 0.0 0.603
H -1.171 4.174 3.156 0.0 0.0 0.0 0.612
H -2.546 3.683 0.747 0.0 0.0 0.0 0.550
H -3.319 2.203 1.277 0.0 0.0 0.0 0.505
H -2.559 1.198 -3.422 0.0 0.0 0.0 0.388
H -4.644 0.744 -4.598 0.0 0.0 0.0 0.504
H -6.798 0.757 -3.381 0.0 0.0 0.0 0.455
H -6.829 1.220 -0.950 0.0 0.0 0.0 0.484
H -4.755 1.605 0.258 0.0 0.0 0.0 0.360
H -1.015 4.477 -0.313 0.0 0.0 0.0 0.320
H 0.260 5.944 -1.779 0.0 0.0 0.0 0.508
H 1.130 5.112 -3.941 0.0 0.0 0.0 0.430
H 0.720 2.764 -4.606 0.0 0.0 0.0 0.491
H -0.551 1.278 -3.150 0.0 0.0 0.0 0.139
C -3.804 -2.033 2.985 0.0 0.0 0.0 -1.483
C -3.468 -1.615 1.592 0.1 -0.1 0.0 0.377
O -2.837 -0.553 1.393 0.1 0.1 0.0 -0.753
N -3.830 -2.394 0.577 0.1 0.0 0.0 0.053
C -3.795 -1.901 -0.790 0.0 0.0 0.0 -0.787
C -2.545 -2.058 -1.627 0.0 0.0 0.0 0.694
C -2.634 -2.883 -2.737 0.0 0.0 0.0 -0.614
C -1.659 -2.852 -3.721 0.0 0.0 0.0 -1.160
C -0.634 -1.939 -3.582 0.0 0.0 0.0 -1.660
C -0.580 -1.177 -2.429 0.0 0.0 0.0 -0.427
N -1.470 -1.259 -1.429 0.0 0.1 0.0 1.050
H -3.918 -1.145 3.602 0.0 0.0 0.0 0.323
H -2.965 -2.612 3.382 0.0 0.0 0.0 0.285
H -4.702 -2.645 3.034 0.0 0.0 0.0 0.492
H -4.353 -3.232 0.777 0.0 0.0 0.0 0.324
H -4.027 -0.838 -0.758 0.0 0.0 0.0 -0.545
H -4.607 -2.388 -1.323 0.0 0.0 0.0 0.721
H -3.501 -3.520 -2.847 0.0 0.0 0.0 0.591
H -1.729 -3.493 -4.590 0.0 0.0 0.0 0.506
H 0.124 -1.808 -4.342 0.0 0.0 0.0 0.606
H 0.209 -0.458 -2.289 -0.1 0.0 -0.1 0.972
C 3.386 -1.890 -2.530 0.0 0.0 0.0 -0.577
C 2.504 -2.618 -1.546 0.0 -0.1 0.1 -0.737
N 1.607 -1.664 -0.912 0.2 0.1 0.2 1.098
C 1.863 -0.345 -0.738 0.0 -0.2 0.1 -0.554
N 0.917 0.436 -0.207 -0.1 0.0 0.0 0.965
C 1.346 1.789 0.209 0.1 -0.1 0.1 -0.314
C 2.340 2.403 -0.747 0.0 0.1 0.1 0.103
C 3.515 1.473 -0.870 -0.1 0.0 -0.2 -1.026
N 3.044 0.127 -1.187 0.0 0.0 -0.1 0.321
C 4.048 -0.748 -1.795 0.0 0.0 0.0 -0.733
H 2.796 -1.498 -3.363 0.0 0.0 0.0 0.187
H 4.136 -2.565 -2.939 0.0 0.0 0.0 0.409
H 3.125 -3.114 -0.795 0.0 0.0 0.0 0.328
H 1.897 -3.384 -2.031 0.0 0.0 0.0 0.403
H 0.887 -2.042 -0.318 0.0 0.0 0.0 -0.763
H 1.764 1.738 1.212 0.1 0.0 0.2 -0.012
H 0.479 2.426 0.278 0.0 0.0 0.1 -0.238
H 2.667 3.366 -0.353 0.0 0.0 0.0 0.533
H 1.884 2.573 -1.723 0.1 0.0 0.1 -0.402
H 4.078 1.441 0.057 0.2 0.0 0.3 0.188
H 4.194 1.780 -1.666 0.0 0.0 0.0 0.636
H 4.741 -1.117 -1.033 0.0 0.0 0.0 0.235
H 4.621 -0.132 -2.487 0.0 0.0 0.0 0.451
```
Positions in Å, forces in eV/Å.